# 1
{"formula": "C2H8S3", "method": "ωB97M-V with the def2-TZVPD basis set", "multiplicity": 1, "relative_energy_kj_mol": 49.5, "smiles": "CCS.SS", "species": ["S", "S", "H", "H", "C", "C", "S", "H", "H", "H", "H", "H", "H"], "positions_angstrom": [[-2.68021, 0.78109, -0.39814], [-3.01026, -1.25464, -0.38331], [-2.28113, 0.87582, 0.90156], [-2.91505, -1.45009, -1.69953], [1.04033, 0.96789, 0.06648], [1.84110, -0.31459, 0.19621], [0.83547, -1.68799, 0.87846], [0.46997, 1.34044, 0.92016], [0.27897, 0.92783, -0.71262], [1.77144, 1.74377, -0.18734], [2.24137, -0.54382, -0.79341], [2.73072, -0.23493, 0.82115], [-0.32271, -1.15081, 0.39032]], "forces_ev_per_angstrom": [[0.0, 0.7, 0.3], [-0.3, -0.7, 0.5], [-0.1, -0.3, -0.6], [0.2, 0.2, -0.2], [0.4, 0.8, -0.1], [-0.2, -0.3, 0.1], [-0.4, 0.6, -0.5], [0.4, -0.4, 0.5], [0.3, -0.3, -0.3], [-0.3, 0.2, -0.1], [-0.2, -0.3, 0.0], [-0.2, 0.3, 0.3], [0.4, -0.6, 0.3]], "mulliken_charge": [-0.20, -0.19, 0.18, 0.18, -1.03, -0.32, -0.21, 0.29, 0.31, 0.31, 0.29, 0.32, 0.07]}



# 2
{"formula": "C3H6N3P", "method": "ωB97M-V with the def2-TZVPD basis set", "multiplicity": 3, "s2": 2.0139, "relative_energy_kj_mol": 36.3, "species": ["C", "C", "C", "N", "N", "N", "P", "H", "H", "H", "H", "H", "H"], "positions_angstrom": [[-0.66758, 1.62560, 0.44243], [1.34417, 0.81647, 0.27626], [-0.82818, 0.28677, 0.15929], [0.63196, 1.89912, 0.64128], [0.44390, -0.19368, 0.00986], [-1.95656, -0.47310, 0.17174], [1.20876, -2.10440, -0.41201], [-1.49564, 2.24060, 0.62645], [2.43494, 0.84251, 0.43811], [-1.88424, -1.34031, -0.26903], [-2.78043, 0.10596, 0.15447], [2.61670, -1.88928, -0.56768], [0.93219, -1.81626, -1.67118]], "forces_ev_per_angstrom": [[1.8, 1.4, 1.3], [-3.3, -0.8, 0.9], [2.0, -2.5, -0.5], [-1.3, 2.4, -0.4], [0.9, 0.6, -0.3], [1.5, 2.8, 0.3], [1.5, -3.2, 2.0], [-0.6, 1.4, 0.4], [-0.8, -0.8, -0.6], [-0.4, -1.6, -0.6], [-0.4, -0.7, -0.1], [-0.3, 0.1, 0.0], [-0.5, 0.8, -2.3]], "mulliken_charge": [-0.31, -0.05, 0.61, -0.60, -0.36, -0.37, -0.16, 0.38, 0.38, 0.26, 0.26, -0.01, -0.02]}



# 3
{"formula": "BeH10O5", "method": "ωB97M-V with the def2-TZVPD basis set", "total_charge": 2, "multiplicity": 1, "relative_energy_kj_mol": 12.5, "species": ["Be", "O", "H", "H", "O", "H", "H", "O", "H", "H", "O", "H", "H", "O", "H", "H"], "positions_angstrom": [[-1.59295, -10.22255, -22.52427], [0.58500, -8.82692, -21.33047], [0.84524, -8.93014, -20.40537], [1.21109, -8.21522, -21.71579], [-2.83344, -11.17696, -22.88881], [-3.78959, -10.88872, -22.82861], [-2.83525, -12.15272, -22.79736], [-2.19134, -8.78177, -22.03036], [-1.53955, -8.03130, -22.06594], [-2.85523, -8.48015, -21.43971], [-0.58187, -9.94384, -23.78756], [-0.41473, -9.16378, -24.39020], [0.32040, -10.24020, -23.54549], [-0.83078, -11.01243, -21.28769], [-0.07789, -10.40350, -21.17845], [-0.82967, -11.67821, -20.58528]], "forces_ev_per_angstrom": [[-0.9, -0.3, 0.4], [-0.4, -0.4, 0.3], [0.2, 0.5, 0.2], [0.6, 0.3, -0.1], [-1.9, -0.3, 0.1], [1.3, -0.4, -0.3], [0.1, 0.5, -0.2], [2.1, 1.0, -1.2], [-0.6, -0.8, 0.1], [-1.4, 0.1, 1.1], [1.3, 0.7, -0.2], [-0.7, -1.0, 0.6], [-0.2, -0.1, -0.4], [0.5, 0.4, -0.5], [0.5, -0.1, 0.4], [-0.3, -0.1, -0.2]], "mulliken_charge": [0.03, -0.62, 0.32, 0.31, -0.22, 0.41, 0.39, -0.28, 0.38, 0.38, -0.34, 0.41, 0.38, -0.34, 0.40, 0.39]}



Number 1: E -1275.5280 Eh. Number 2: E -623.3684 Eh. Number 3: E -396.4617 Eh.